one:
A single C22H22N4O4 molecule. Source: OMol25; level of theory: the ωB97M-V functional and the def2-TZVPD basis.

```
! wB97M-V def2-TZVPD RIJCOSX def2/J DEFGRID3
* xyz 0 1
C 3.606 2.827 2.487
C 3.029 2.805 1.079
O 2.442 1.544 0.772
C 1.173 1.351 1.188
O 0.548 2.192 1.796
C 0.650 0.021 0.882
C 1.274 -0.895 0.099
C 2.458 -0.629 -0.741
C 2.397 0.327 -1.750
C 3.486 0.537 -2.573
C 4.644 -0.204 -2.399
C 4.707 -1.163 -1.403
C 3.615 -1.383 -0.582
N 0.818 -2.185 0.020
C -0.273 -2.571 0.739
N -0.797 -3.773 0.861
C -1.818 -3.556 1.721
N -1.939 -2.316 2.123
N -0.939 -1.682 1.493
C -0.685 -0.265 1.552
C -1.810 0.512 0.893
C -2.525 1.436 1.638
C -3.548 2.153 1.056
C -3.879 1.931 -0.268
C -3.191 0.999 -1.032
O -3.510 0.723 -2.341
C -4.582 1.412 -2.934
C -2.123 0.289 -0.452
O -1.356 -0.655 -1.081
C -1.268 -0.705 -2.487
H 2.807 2.706 3.214
H 4.105 3.775 2.664
H 4.323 2.018 2.610
H 2.270 3.587 0.972
H 3.813 2.939 0.329
H 1.492 0.901 -1.878
H 3.434 1.281 -3.354
H 5.496 -0.034 -3.041
H 5.608 -1.743 -1.265
H 3.666 -2.125 0.202
H 1.248 -2.850 -0.603
H -2.471 -4.339 2.048
H -0.644 0.042 2.605
H -2.260 1.600 2.670
H -4.100 2.882 1.628
H -4.693 2.489 -0.703
H -5.525 1.218 -2.413
H -4.400 2.491 -2.971
H -4.647 1.025 -3.950
H -1.081 0.283 -2.915
H -2.168 -1.128 -2.936
H -0.417 -1.355 -2.698
*
```

## Properties
Structure (SMILES): CCOC(=O)C1=C(c2ccccc2)Nc2ncnn2[C@@H]1c1cccc(OC)c1OC
LUMO energy, eV: 0.46
HOMO-LUMO gap, eV: 8.580
Highest occupied orbital energy, eV: -8.12

=====

two:
A single C22H22N4O4 molecule. Source: OMol25; level of theory: the ωB97M-V functional and the def2-TZVPD basis.

```
! wB97M-V def2-TZVPD RIJCOSX def2/J DEFGRID3
* xyz 0 1
C 3.196 0.592 4.956
N 1.847 0.886 4.527
C 1.168 -0.206 3.869
C 1.648 -0.463 2.430
N 1.544 0.750 1.642
C 1.582 0.650 0.257
C 1.307 1.768 -0.543
C 1.215 1.664 -1.914
C 1.397 0.440 -2.546
N 1.209 0.307 -3.941
C 0.380 -0.566 -4.570
O 0.408 -0.734 -5.774
C -0.580 -1.279 -3.698
C -1.246 -2.466 -3.887
C -1.994 -2.688 -2.716
C -1.749 -1.612 -1.890
C -2.129 -1.285 -0.531
C -2.825 -2.179 0.287
C -3.090 -1.865 1.609
C -2.665 -0.662 2.145
C -1.994 0.236 1.322
N -1.556 1.498 1.858
O -1.537 1.616 3.067
O -1.234 2.368 1.079
C -1.729 -0.057 -0.003
O -0.907 -0.760 -2.503
C 1.729 -0.665 -1.773
C 1.815 -0.565 -0.399
C 2.218 1.876 2.273
C 1.715 2.073 3.708
H 3.166 -0.264 5.630
H 3.899 0.365 4.142
H 3.578 1.451 5.508
H 1.295 -1.118 4.457
H 0.105 0.050 3.850
H 1.004 -1.227 1.988
H 2.683 -0.844 2.449
H 1.104 2.723 -0.086
H 0.969 2.537 -2.502
H 1.759 0.894 -4.554
H -1.185 -3.092 -4.753
H -2.627 -3.527 -2.515
H -3.147 -3.126 -0.115
H -3.626 -2.566 2.229
H -2.852 -0.404 3.176
H -1.197 0.657 -0.612
H 1.906 -1.617 -2.254
H 2.080 -1.449 0.158
H 2.027 2.784 1.706
H 3.307 1.703 2.283
H 2.261 2.894 4.175
H 0.652 2.328 3.686
*
```

## Properties
Structure (SMILES): CN1CCN(c2ccc(NC(=O)c3ccc(-c4cccc([N+](=O)[O-])c4)o3)cc2)CC1
LUMO energy, eV: -0.63
HOMO-LUMO gap, eV: 7.064
Highest occupied orbital energy, eV: -7.70

=====

Referenced to the most stable arrangement, the calculated values in hartree are one 0.0000; two 0.0848.